No. 1
This record from the OMol25 dataset describes a molecular structure, C47H46F3Li2N8O8. The level of theory is ωB97M-V/def2-TZVPD.

Each line ends with the Löwdin spin population.
CARTESIAN COORDINATES (ANGSTROEM)
Li: -1.88280 -2.70433 1.04323  -0.001
Li: 0.04534 -1.23025 2.76271  0.001
C: 0.14059 -0.34053 -0.02414  0.109
O: 1.15594 0.12034 0.90680  0.053
O: -0.42767 -1.40245 0.58924  0.648
C: -0.89274 0.83484 -0.50298  0.066
F: -0.31802 1.76698 -1.36038  0.014
F: -1.75135 0.22918 -1.31414  0.009
F: -1.57458 1.51138 0.46832  0.016
C: 2.13986 0.99483 0.32607  0.002
C: 3.14232 1.50124 1.40936  0.000
H: 4.16191 1.12660 1.31899  0.000
H: 3.19420 2.57716 1.24264  0.000
H: 2.77113 1.50171 2.43421  0.000
H: 1.68856 1.85410 -0.16999  0.002
H: 2.72837 0.46591 -0.42359  0.001
H: 0.57773 -0.76208 -0.92929  0.063
C: 1.73938 2.47865 -3.60075  0.000
C: 0.98447 2.89544 -4.66169  0.000
C: 0.18860 4.01851 -4.40597  0.000
C: 0.41636 4.77070 -3.25830  0.000
C: 1.45963 4.41003 -2.30713  0.000
C: 2.11183 3.24746 -2.55215  0.000
N: -0.17296 6.15806 -3.18085  0.000
O: -0.71112 6.56991 -4.18703  0.000
O: -0.05982 6.75278 -2.14458  0.000
H: 2.29361 1.56013 -3.72541  0.000
H: 0.78659 2.28992 -5.53382  0.000
H: -0.53449 4.30143 -5.15664  0.000
H: 1.65556 5.11477 -1.51256  0.000
H: 2.85283 2.97323 -1.81586  0.000
C: -2.83144 5.10181 0.02578  0.000
C: -2.41290 4.01545 -0.76148  0.001
C: -3.19389 3.54765 -1.77663  0.001
C: -4.50413 3.93837 -1.99488  0.000
C: -4.92945 5.02654 -1.15487  0.001
C: -4.05429 5.65789 -0.25623  0.000
N: -5.46054 3.39334 -2.98789  0.000
O: -6.63687 3.67130 -2.82051  0.000
O: -5.03349 2.69091 -3.90527  0.000
H: -2.01959 5.49898 0.61701  0.000
H: -1.40218 3.65121 -0.65110  0.000
H: -2.81300 2.75870 -2.40821  0.000
H: -5.94161 5.39545 -1.23121  0.000
H: -4.36654 6.60933 0.14832  0.000
C: -3.42012 -0.72291 -5.57576  0.000
C: -3.42712 -1.89186 -6.33504  0.000
C: -2.53680 -2.94040 -5.98565  0.000
C: -1.88114 -2.83903 -4.75124  0.000
C: -2.05092 -1.67583 -3.88743  0.000
C: -2.81039 -0.55867 -4.37654  0.000
N: -1.04356 -3.96068 -4.27108  0.000
O: -0.34670 -3.89670 -3.28952  0.000
O: -1.08902 -5.05177 -4.85317  0.000
H: -4.07569 0.05167 -5.94545  0.000
H: -3.90496 -1.70601 -7.28558  0.000
H: -2.32165 -3.86357 -6.50321  0.000
H: -1.72857 -1.59451 -2.85988  0.000
H: -2.86767 0.37933 -3.84430  0.000
N: -1.10494 -4.70277 1.05613  0.001
C: -0.67786 -4.90422 -0.18681  0.001
C: -0.38574 -6.14902 -0.77637  0.000
C: -0.49209 -7.33605 0.04009  0.000
C: -0.78866 -7.15960 1.43337  0.000
C: -1.11903 -5.83694 1.85787  0.000
H: -0.76279 -3.98754 -0.75151  0.000
H: -0.03124 -6.30539 -1.78448  0.000
H: -0.19143 -8.33659 -0.23363  0.000
H: -0.78634 -7.95452 2.16446  0.000
H: -1.25419 -5.58154 2.89849  0.000
N: 6.78910 2.11283 4.11560  0.000
C: 7.50993 2.17133 5.26348  0.000
C: 7.66543 0.97480 6.00786  0.000
C: 7.14808 -0.22768 5.50247  0.000
C: 6.40866 -0.29352 4.32203  0.000
C: 6.21863 0.92749 3.70399  0.000
H: 7.86151 3.16488 5.49939  0.000
H: 8.37053 1.03763 6.82352  0.000
H: 7.19642 -1.12702 6.09850  0.000
H: 6.09842 -1.23278 3.88850  0.000
H: 5.55606 0.91266 2.85124  0.000
N: -3.38617 -2.91678 -0.60642  0.000
C: -3.90647 -3.71425 -1.61155  0.000
C: -5.03140 -3.37756 -2.35005  0.000
C: -5.76591 -2.27115 -1.98891  0.000
C: -5.24771 -1.43725 -0.97977  0.000
C: -4.08551 -1.78494 -0.31638  0.000
H: -3.37596 -4.62647 -1.84137  0.000
H: -5.27133 -3.95721 -3.22916  0.000
H: -6.57818 -1.92005 -2.60806  0.000
H: -5.70920 -0.47461 -0.81622  0.000
H: -3.59623 -1.07481 0.33379  0.000
N: 0.34477 0.47842 3.97574  0.002
C: 1.31018 0.90390 4.88700  0.000
C: 1.79785 2.15015 5.08833  0.002
C: 1.02802 3.17212 4.39433  0.000
C: 0.04672 2.87066 3.47276  0.001
C: -0.29529 1.49761 3.31818  0.002
H: 1.80429 0.14734 5.47850  0.000
H: 2.56623 2.32592 5.82664  0.000
H: 1.10243 4.13870 4.87034  0.000
H: -0.57101 3.57874 2.94038  0.000
H: -1.06022 1.28126 2.58712  0.001
N: 1.92024 -1.95559 3.19605  0.000
C: 2.13366 -2.45869 4.40320  0.000
C: 3.30139 -3.20744 4.79103  0.000
C: 4.24460 -3.51106 3.75324  0.000
C: 3.99378 -3.06212 2.46142  0.000
C: 2.78816 -2.32395 2.17924  0.001
H: 1.46521 -2.21115 5.21456  0.000
H: 3.46063 -3.65658 5.76022  0.000
H: 5.10749 -4.15257 3.85468  0.000
H: 4.75949 -3.10670 1.70110  0.000
H: 2.67205 -1.78195 1.25234  0.000

Computed properties:
LUMO (spin up / spin down): -5.76 / -10.54 eV
Gap between HOMO and LUMO (spin up / spin down): 7.24 / 2.46 eV
Spin multiplicity: 2
Total charge: +2

---

No. 2
This record from the OMol25 dataset describes a molecular structure, C4H11N3O. The level of theory is ωB97M-V/def2-TZVPD.

Each line ends with the natural charge from an NBO analysis.
CARTESIAN COORDINATES (ANGSTROEM)
C: 0.45296 -1.14363 1.72618  -0.482
C: -1.77475 -1.50678 1.00070  -0.408
C: 1.50624 1.07643 -2.23305  -0.434
N: -0.46581 -1.72934 0.79403  -0.118
N: -0.80346 0.20896 -0.70961  -0.865
C: -0.01792 1.28732 -0.44583  0.671
O: -0.38096 1.88701 0.72885  -0.707
N: 1.05023 1.70974 -1.01675  -0.613
H: 0.22754 2.63027 0.84601  0.495
H: -0.55454 -0.25180 -1.57974  0.383
H: 0.04218 -0.31288 2.31024  0.207
H: 1.35485 -0.81797 1.20975  0.233
H: 0.73708 -1.95095 2.41554  0.239
H: -2.10703 -1.15118 1.98268  0.202
H: -2.43901 -2.22930 0.53062  0.227
H: -1.76079 -0.43620 0.13410  0.420
H: 2.26295 1.71162 -2.69256  0.202
H: 0.70520 0.91870 -2.96852  0.168
H: 1.96501 0.09997 -2.03264  0.177

Computed properties:
LUMO (spin up / spin down): -1.25 / -1.25 eV
Gap between HOMO and LUMO (spin up / spin down): 6.85 / 6.85 eV

---

No. 3
This record from the OMol25 dataset describes a single C5H9NO molecule. The level of theory is ωB97M-V/def2-TZVPD.

Each line ends with the natural charge from an NBO analysis.
CARTESIAN COORDINATES (ANGSTROEM)
C: -1.28580 -0.32762 1.05715  -0.128
C: 0.47616 -0.58584 -0.51421  -0.459
C: 1.69054 -0.45395 0.38321  -0.623
N: -2.21672 -0.08313 0.13866  -0.239
O: -1.79367 0.81260 -0.86162  -0.366
C: -0.33039 1.02522 -0.84453  0.096
C: 0.24676 2.13276 -0.99023  -0.345
H: -2.64020 -0.89878 -0.30076  0.372
H: -0.83661 0.52401 1.54751  0.217
H: -1.35761 -1.25896 1.60108  0.204
H: 0.77157 -0.56649 -1.56660  0.235
H: 0.00808 -1.56970 -0.42521  0.202
H: 2.39726 -1.26623 0.19444  0.212
H: 1.42650 -0.49854 1.44166  0.196
H: 2.20349 0.49130 0.20903  0.220
H: 1.24064 2.52335 -1.06957  0.205

Computed properties:
LUMO (spin up / spin down): -0.79 / 0.14 eV
Gap between HOMO and LUMO (spin up / spin down): 5.84 / 7.86 eV

---

No. 4
This record from the OMol25 dataset describes a single C7H9NO2S2 molecule. The level of theory is ωB97M-V/def2-TZVPD.

Each line ends with the natural charge from an NBO analysis.
CARTESIAN COORDINATES (ANGSTROEM)
C: 3.17941 -1.32770 0.14454  -0.607
C: 1.96681 -0.48181 0.51392  -0.447
S: 2.07323 1.25435 0.00003  0.239
C: 0.34124 1.67832 -0.16744  0.433
O: 0.07197 2.60529 -0.84602  -0.507
C: -0.64920 0.76644 0.65342  -0.173
C: -2.14442 1.10583 0.35411  -0.520
S: -3.12961 -0.49369 0.09151  0.216
C: -1.66728 -1.28858 -0.45390  -0.382
N: -0.55022 -0.70220 0.27414  -0.451
C: 0.70553 -1.26772 -0.04899  0.696
O: 0.75682 -2.32481 -0.63254  -0.586
H: 4.03661 -0.75918 0.49336  0.211
H: 3.21574 -1.55862 -0.92278  0.236
H: 3.24291 -2.28049 0.71832  0.233
H: 1.87245 -0.51666 1.56721  0.226
H: -0.46671 0.63820 1.71378  0.244
H: -2.62310 1.63691 1.21680  0.240
H: -2.31701 1.72023 -0.54474  0.243
H: -1.47239 -1.07420 -1.50343  0.199
H: -1.75791 -2.41383 -0.26757  0.257

Computed properties:
LUMO: 0.42 eV
Structure (SMILES): C[C@H]1SC(=O)[C@H]2CSCN2C1=O
Gap between HOMO and LUMO: 9.54 eV

---

No. 5
This record from the OMol25 dataset describes a single C15H17N3O2S molecule. The level of theory is ωB97M-V/def2-TZVPD.

Each line ends with the natural charge from an NBO analysis.
CARTESIAN COORDINATES (ANGSTROEM)
O: 2.99193 1.18926 2.41994  -0.618
C: 2.12343 1.08735 1.58115  0.668
C: 0.87411 0.25762 1.84340  -0.619
S: -0.63358 1.00213 1.14033  0.246
C: -1.61257 -0.42269 0.85764  0.021
C: -2.92652 -0.27382 0.38005  -0.222
C: -3.65121 -1.42223 0.20445  -0.175
C: -3.01786 -2.64723 0.50957  0.078
C: -3.70456 -3.90830 0.37824  0.279
C: -3.27309 -5.18779 0.63384  -0.271
C: -4.36218 -6.03340 0.34243  -0.313
C: -5.37377 -5.21566 -0.06694  0.101
O: -4.98940 -3.93303 -0.05064  -0.407
N: -1.75901 -2.69272 0.93452  -0.184
N: -1.07748 -1.60648 1.10650  -0.254
N: 2.18920 1.63619 0.35545  -0.616
C: 3.26818 2.50209 -0.06585  -0.066
C: 3.81747 2.07626 -1.43846  -0.411
C: 3.17158 3.03789 -2.43293  -0.403
C: 3.17159 4.35898 -1.66988  -0.402
C: 2.78005 3.95714 -0.24603  -0.414
H: 0.96338 -0.73340 1.39398  0.280
H: 0.73927 0.14851 2.91905  0.250
H: -3.32430 0.70736 0.17314  0.230
H: -4.66938 -1.41223 -0.15183  0.235
H: -2.30007 -5.45963 0.98485  0.246
H: -4.39276 -7.10021 0.42575  0.232
H: -6.37719 -5.42144 -0.38422  0.204
H: 1.40097 1.54558 -0.26857  0.399
H: 4.02593 2.42108 0.71664  0.241
H: 3.59458 1.03124 -1.64899  0.217
H: 4.89972 2.20364 -1.45391  0.209
H: 3.71794 3.09534 -3.37283  0.214
H: 2.14683 2.73045 -2.64905  0.190
H: 4.17594 4.78435 -1.67666  0.198
H: 2.48672 5.09124 -2.09455  0.212
H: 1.69511 3.98566 -0.13005  0.204
H: 3.21099 4.62091 0.50048  0.220

Computed properties:
LUMO: 0.19 eV
Structure (SMILES): O=C(CSc1ccc(-c2ccco2)nn1)NC1CCCC1
Gap between HOMO and LUMO: 8.37 eV

---

No. 6
This record from the OMol25 dataset describes a molecular structure, C11H14N. The level of theory is ωB97M-V/def2-TZVPD.

Each line ends with the natural charge from an NBO analysis.
CARTESIAN COORDINATES (ANGSTROEM)
C: 2.62126 1.73858 -2.17758  -0.239
C: 2.98556 0.94688 -1.14296  -0.137
C: 1.34062 1.69575 -2.66015  -0.141
C: 2.01408 0.37302 -0.24861  -0.292
C: 0.32588 0.93943 -1.97865  -0.292
C: 0.77055 0.31582 -0.86555  0.116
C: -0.59239 -2.30665 0.09601  -0.216
C: -0.46207 -0.86371 0.08638  0.137
C: -1.41486 -0.40727 1.20736  0.188
C: -0.98086 0.84813 1.96072  -0.654
C: -2.91157 -0.82613 1.27403  -0.653
N: -0.37647 -1.54612 1.41804  -0.411
H: 3.44463 2.18780 -2.65608  0.240
H: 4.03140 0.79933 -0.81625  0.232
H: 1.16672 2.32819 -3.61545  0.251
H: 2.29551 -0.40651 0.47247  0.225
H: -0.65617 0.64144 -2.34921  0.251
H: -1.66208 -2.66710 0.13382  0.244
H: 0.21712 -2.78284 -0.27019  0.242
H: -1.80913 1.63470 1.89822  0.256
H: -0.06723 1.33563 1.49860  0.250
H: -0.84090 0.58661 2.96849  0.238
H: -3.13138 -1.58107 2.16462  0.255
H: -3.10553 -1.32670 0.33440  0.223
H: -3.61318 -0.00924 1.32316  0.260
H: 0.41051 -1.64797 1.94437  0.427

Computed properties:
LUMO: -2.55 eV
Gap between HOMO and LUMO: 10.42 eV
Total charge: +1

---

no.,F_max (eV/A)
1,3.90
2,4.22
3,2.09
4,2.72
5,1.43
6,5.53